C54H68FN11O3S | wB97M-V/def2-TZVPD

Properties
Calculated total energy in eV: -93184.9326
SMILES: CC[C@@H](F)C1=C(CCCS)C(=O)OC1=O.c1cc[nH]c1.c1cc[nH]c1.c1cc[nH]c1.c1cc[nH]c1.c1cc[nH]c1.c1cc[nH]c1.c1cc[nH]c1.c1cc[nH]c1.c1cc[nH]c1.c1cc[nH]c1.c1cc[nH]c1
Spin multiplicity: 1
Strongest force on any atom in eV/Å: 1.42
HOMO level in eV: -8.13
Frontier orbital gap in eV: 6.966

CARTESIAN COORDINATES (ANGSTROEM)
1 C -4.55639 4.61409 2.75914
2 C -3.38753 3.71084 3.13898
3 C -2.03280 4.37479 2.85955
4 F -2.09479 5.75723 3.07692
5 C -0.93325 3.78767 3.69560
6 C -0.39079 2.55643 3.59389
7 C -0.77277 1.44841 2.64834
8 C 0.08441 0.17270 2.68967
9 C 1.33618 0.17590 1.81764
10 S 1.00627 0.39920 0.04747
11 C 0.68019 2.48909 4.62740
12 O 1.64000 1.79671 4.63854
13 O 0.45134 3.46732 5.55251
14 C -0.24142 4.47744 4.81904
15 O -0.08141 5.60541 5.06734
16 H -4.56678 4.82565 1.68719
17 H -4.52644 5.56390 3.29642
18 H -5.50924 4.14159 3.00808
19 H -3.43221 2.82676 2.49367
20 H -3.46175 3.37728 4.17655
21 H -1.78158 4.23133 1.79894
22 H -0.82773 1.84854 1.62993
23 H -1.79532 1.16178 2.92060
24 H 0.41859 -0.00175 3.71470
25 H -0.53841 -0.68941 2.43084
26 H 2.06864 0.91098 2.15022
27 H 1.81494 -0.80462 1.87626
28 H 0.92940 1.73142 0.02133
29 C -4.42524 0.35419 -1.54156
30 C -4.66154 -0.06002 -0.20212
31 C -3.44826 -0.08107 0.43450
32 N -2.49334 0.30275 -0.46691
33 C -3.07683 0.56980 -1.67144
34 H -5.16169 0.47978 -2.31776
35 H -5.61033 -0.31425 0.23987
36 H -3.18632 -0.34143 1.44674
37 H -1.50809 0.37217 -0.27192
38 H -2.48892 0.89120 -2.51438
39 C -0.30441 -4.78050 -1.61736
40 C -0.45704 -3.68556 -0.72309
41 C 0.75375 -3.05230 -0.65400
42 N 1.62832 -3.72175 -1.46412
43 C 0.99358 -4.77472 -2.06004
44 H -1.06089 -5.49636 -1.89945
45 H -1.35246 -3.39318 -0.19959
46 H 1.04467 -2.17444 -0.10502
47 H 2.58854 -3.46818 -1.60940
48 H 1.51041 -5.42050 -2.74862
49 C 4.91655 0.05095 3.00456
50 C 3.91129 -0.42365 3.89366
51 C 4.05658 -1.77926 3.98010
52 N 5.11303 -2.14630 3.18866
53 C 5.64717 -1.03341 2.59418
54 H 5.08917 1.07245 2.70844
55 H 3.15319 0.14911 4.39991
56 H 3.49419 -2.51132 4.53569
57 H 5.43818 -3.08672 3.05299
58 H 6.49150 -1.11013 1.93076
59 C -6.88216 9.28087 2.75184
60 C -7.33342 8.93249 4.05480
61 C -6.25564 8.44201 4.74195
62 N -5.17391 8.48089 3.90536
63 C -5.54570 8.99005 2.69166
64 H -7.47160 9.69735 1.95260
65 H -8.33354 9.03194 4.44153
66 H -6.16708 8.07210 5.74880
67 H -4.24686 8.17885 4.14395
68 H -4.83186 9.10204 1.89404
69 C 0.07552 -3.06761 4.48935
70 C -0.99016 -3.99937 4.62538
71 C -0.88740 -4.88780 3.58870
72 N 0.19661 -4.53060 2.83531
73 C 0.79073 -3.42500 3.37654
74 H 0.29211 -2.23234 5.13547
75 H -1.74362 -4.01422 5.39457
76 H -1.49054 -5.73945 3.32595
77 H 0.50578 -5.00481 2.00675
78 H 1.66488 -2.98264 2.92846
79 C 4.17431 1.38039 8.78783
80 C 3.91725 -0.01272 8.91154
81 C 2.92772 -0.32345 8.01640
82 N 2.58083 0.82474 7.35981
83 C 3.33296 1.86638 7.82187
84 H 4.89453 1.95755 9.34286
85 H 4.40276 -0.70440 9.57940
86 H 2.44630 -1.26048 7.79212
87 H 1.88425 0.89864 6.64095
88 H 3.20811 2.85850 7.42344
89 C 9.68639 -4.80063 4.05091
90 C 9.92482 -3.56625 3.38584
91 C 8.85859 -2.74814 3.64784
92 N 7.98607 -3.44172 4.44132
93 C 8.48337 -4.69116 4.69509
94 H 10.32684 -5.66632 4.05765
95 H 10.78297 -3.30853 2.78842
96 H 8.64812 -1.73691 3.34514
97 H 7.11670 -3.08186 4.79310
98 H 7.94340 -5.39057 5.30970
99 C -3.04378 -3.67548 -6.32553
100 C -3.69209 -2.69811 -5.52162
101 C -3.21358 -2.83766 -4.24020
102 N -2.30920 -3.86379 -4.24345
103 C -2.20086 -4.37632 -5.50511
104 H -3.17774 -3.84186 -7.38140
105 H -4.42129 -1.97416 -5.84723
106 H -3.44056 -2.29667 -3.33544
107 H -1.79893 -4.19001 -3.43726
108 H -1.52758 -5.19019 -5.71519
109 C -1.92098 -7.38826 -10.20141
110 C -0.61381 -7.60303 -9.68450
111 C -0.69829 -7.53059 -8.32011
112 N -2.00355 -7.28059 -7.99468
113 C -2.75523 -7.19240 -9.13378
114 H -2.21338 -7.37849 -11.23773
115 H 0.28344 -7.78890 -10.25022
116 H 0.05506 -7.63602 -7.55851
117 H -2.35806 -7.17328 -7.06212
118 H -3.81297 -6.99913 -9.08770
119 C -0.97090 2.05113 -6.64450
120 C -2.21242 2.41931 -6.05792
121 C -2.77049 1.27926 -5.54068
122 N -1.91530 0.24235 -5.78706
123 C -0.81905 0.70131 -6.46026
124 H -0.27366 2.70137 -7.14724
125 H -2.64787 3.40411 -6.02528
126 H -3.70034 1.12013 -5.02287
127 H -2.08240 -0.71677 -5.52345
128 H -0.02787 0.03248 -6.75237
129 C 1.99829 5.44359 -10.03584
130 C 0.71798 5.85067 -9.56911
131 C 0.61532 5.45293 -8.26366
132 N 1.78079 4.82125 -7.92505
133 C 2.62899 4.81095 -8.99868
134 H 2.40681 5.59676 -11.02038
135 H -0.03901 6.37359 -10.12858
136 H -0.18297 5.56344 -7.54999
137 H 1.98073 4.42340 -7.02624
138 H 3.60305 4.35795 -8.93369

Atom charges from the Löwdin analysis, given in e for atoms 1 to 8: -0.084, -0.174, -0.257, -0.002, -0.003, -0.028, -0.123, -0.244

=====

C8H8N2O2 | wB97M-V/def2-TZVPD

Properties
Calculated total energy in eV: -15496.1771
SMILES: C/N=C/C=C(/OC)C(=C=O)C#N
Spin multiplicity: 1
Strongest force on any atom in eV/Å: 5.04
Energy above the lowest of the compared OMol25 structures with the same formula, charge and spin in kJ/mol: 445.6
HOMO level in eV: -8.53
Frontier orbital gap in eV: 8.620

CARTESIAN COORDINATES (ANGSTROEM)
1 C -2.03674 2.80466 -0.89284
2 N -1.07708 1.78690 -0.52590
3 C -0.83959 0.76605 -1.28715
4 C 0.01722 -0.31212 -0.70444
5 C 0.48990 -0.87545 0.48361
6 O 1.37386 -1.90680 0.43142
7 C 2.10174 -2.16294 -0.78651
8 C 0.27865 -0.54174 1.93789
9 C -0.21019 0.66427 2.04867
10 O -0.62177 1.72431 2.32893
11 C 0.57872 -1.45449 2.92901
12 N 0.94686 -2.20852 3.69672
13 H -2.25707 3.28274 0.12966
14 H -1.57755 3.45009 -1.59230
15 H -3.04228 2.26408 -1.18052
16 H -1.39657 0.60871 -2.19331
17 H 0.31745 -1.02265 -1.47046
18 H 2.71370 -1.30880 -1.29917
19 H 1.50813 -2.61181 -1.48039
20 H 2.73261 -2.94650 -0.57292

Atom charges from the Löwdin analysis, given in e for atoms 1 to 8: -0.134, -0.069, -0.140, -0.007, -0.218, -0.075, -0.055, -0.140

=====

Question: What is the formula in the first record?
Answer: C54H68FN11O3S